A 6-piece molecular cluster, C44H78O15P2S overall, computed with ωB97M-V with the def2-TZVPD basis set.

Computed properties:
HOMO level	-8.523	eV
SMILES string	C#CCCC[C@@]1(P(O)O)OS(=O)(=O)O[C@]1(CCP(=O)(OCC)OCC)COc1cc(C)ccc1C(C)C.C1CCOC1.C1CCOC1.C1CCOC1.C1CCOC1.C1CCOC1
energy	-3932.5509	Eh

CARTESIAN COORDINATES (ANGSTROEM)
O1 -8.6050 -8.7938 -2.1540
H1 -10.3751 -7.7668 -2.4920
H2 -4.3437 -3.0605 -2.2367
H3 -4.4977 -4.4871 -4.7398
C1 -1.6610 -0.6195 0.9615
O2 1.6895 1.0395 2.8896
O3 6.3312 3.8777 -2.2606
H4 -1.1965 6.6898 3.0849
H5 5.4435 2.8590 9.1101
H6 7.3432 2.5592 5.2538
C2 -2.8703 -0.2299 1.7564
H7 -5.3466 -1.7615 -0.4209
H8 -8.8777 -6.8766 -2.8388
C3 6.0333 3.1262 -4.4874
H9 4.4451 3.0748 -2.1380
H10 -3.1019 -6.4578 -2.1620
H11 4.6225 0.1811 0.0477
H12 6.3647 3.3013 -5.5118
C4 4.9346 3.9523 -2.5753
C5 -4.9267 -5.3430 -4.2161
H13 2.9460 2.1284 6.2216
C6 4.0441 1.0605 0.4912
C7 -0.5571 -3.6645 -6.6427
H14 -7.1792 -6.8920 -0.6019
C8 4.6245 3.4947 8.7553
H15 5.2234 3.5357 5.6568
H16 -3.8204 0.2047 3.6790
H17 4.3824 5.2567 2.1440
O4 0.6740 6.9693 1.3275
H18 3.2975 1.7608 8.8904
C9 4.8243 3.9471 -4.0879
H19 -0.4740 1.5163 0.3322
H20 -1.1243 7.6109 0.5077
O5 3.3258 0.3101 -2.1617
H21 4.5207 1.5586 6.7952
P1 2.1256 -0.1683 -1.0264
H22 -4.8907 -7.0641 -5.5629
H23 3.8267 7.7917 2.5111
C10 -7.9747 -7.5505 -0.2384
H24 4.3591 4.1956 9.5496
H25 3.7385 4.4115 6.0792
C11 -1.0783 -4.2269 -7.9490
H26 -1.5259 -3.8830 -4.6978
H27 4.1054 1.9287 -0.2379
H28 -0.1623 -2.6509 -6.7265
O6 -2.5458 -4.8772 -6.2054
C12 -4.1786 -6.5311 -2.3524
H29 3.7630 -0.4783 -2.5352
H30 4.5049 4.8510 -2.1264
O7 2.0802 5.7634 3.0964
H31 -0.5787 1.7107 2.1276
O8 5.0944 4.2183 7.6111
H32 -6.8492 -9.1966 -1.1264
H33 -0.8381 -1.6889 -0.9168
C13 -3.2680 -2.6935 -2.2163
C14 1.8960 2.9013 1.1425
H34 -1.7633 5.1078 2.2067
C15 4.7918 1.4447 1.8405
H35 -8.3554 -9.6852 -0.3213
H36 -1.0255 -0.6116 3.7801
C16 -7.8809 -8.9016 -0.9216
H37 -0.6992 5.9074 0.0645
C17 7.0582 3.5520 -3.4526
H38 5.8110 2.0601 -4.3769
H39 -4.2307 2.1831 2.4466
H40 0.2807 3.7101 2.4596
C18 1.4906 1.4116 1.4802
C19 6.7977 2.5534 3.0046
H41 -2.5115 2.5391 1.9924
H42 -1.6371 -3.4559 -8.4885
H43 0.0037 3.9478 0.5931
H44 0.2362 -4.3092 -6.2516
H45 -2.0577 0.0550 5.1304
H46 -5.1507 -0.4204 1.7664
H47 -3.3096 -6.5429 -4.9671
H48 2.1739 2.9973 0.0429
C20 -4.3603 -6.6637 -4.6976
S1 2.3272 -0.4956 3.1196
C21 -3.1509 2.1143 2.8201
C22 0.7256 3.9793 1.4592
H49 6.8903 1.6570 1.0314
C23 -1.6337 6.2273 2.1463
H50 -2.8461 -5.4905 -8.1642
C24 -3.0900 -1.8432 -0.9008
H51 5.0038 5.6710 0.4903
H52 5.1623 0.4629 2.2930
H53 -9.4274 -5.9620 -0.6658
H54 4.1292 1.9031 2.6381
O9 -0.3595 -0.3048 1.4141
C25 -0.6793 6.6434 0.9211
C26 -1.7820 -3.7515 -5.7516
O10 -4.6305 -5.2504 -2.8135
C27 3.4435 2.6616 8.2924
H55 5.5036 7.6303 1.7488
H56 -3.1353 2.7376 3.7749
C28 4.1832 5.9154 1.2495
C29 -4.2154 -0.6677 1.1858
O11 0.6904 0.4937 -1.6417
C30 4.4724 3.6805 6.4349
C31 3.8027 2.3832 6.8470
H57 -7.8939 -7.6157 0.8475
H58 -2.6176 -3.6284 -2.1419
O12 3.4732 -0.4931 4.0496
H59 -0.2959 -4.6052 -8.6081
H60 -5.5024 -7.8975 -3.3589
C32 4.3830 7.4739 1.5812
C33 -4.4768 -7.5259 -3.4576
C34 -1.7567 -1.4038 -0.3341
C35 -0.0665 1.0904 1.3151
H61 7.5965 4.4503 -3.7734
H62 -2.6442 6.7115 1.9816
H63 -3.8017 -8.3829 -3.4531
C36 -1.6543 0.2810 4.0896
C37 7.2494 2.6796 4.1392
H64 0.5715 0.0485 -2.5126
C38 -2.0236 -5.3120 -7.4688
C39 -4.3064 -1.4514 -0.0993
O13 1.3954 -1.5076 3.6221
O14 2.7921 -0.6777 1.5163
P2 1.6235 5.6225 1.6575
C40 -9.3186 -7.0460 -0.7212
H65 -1.0422 1.2337 4.1930
C41 6.1338 2.3000 1.5926
H66 5.9291 3.2566 1.0309
H67 -3.0368 -2.0620 -3.1227
H68 2.5255 3.2560 8.3389
C42 2.5431 0.5123 0.6964
H69 3.8777 3.5390 -4.4448
H70 4.1207 8.0981 0.6673
H71 2.7986 3.2764 1.7274
H72 -4.6813 -6.7827 -1.4156
H73 4.9241 4.9665 -4.4735
C43 -2.8897 0.5630 3.1205
H74 -6.0162 -5.3129 -4.3309
H75 -1.4932 -6.2565 -7.3054
H76 -10.1200 -7.5010 -0.1306
O15 2.9182 5.6681 0.5784
H77 7.7872 2.7685 -3.2357
C44 -9.3585 -7.5737 -2.1436
H78 -2.4095 -2.8587 -5.8494

Forces on the atoms, in the same order (eV/Å):
O 0.0001 0.2275 0.2174
H 0.0804 -0.0890 -0.0380
H 1.5101 0.5610 -0.1870
H 0.0067 -0.0219 0.1061
C -2.3353 -0.9236 -1.2194
O 1.1883 -1.2722 0.1980
O -0.1345 -0.0699 -0.2229
H -0.4903 -0.8444 -1.0200
H -0.0575 -0.0330 0.1003
H 0.2586 0.4986 -1.9661
C -0.8962 -1.6023 -2.2520
H 1.4984 0.3419 0.2438
H -0.0781 0.0716 0.0113
C 0.0445 -0.3720 -0.1233
H -0.1135 0.0058 -0.0743
H 0.0151 -0.0921 0.0573
H -0.8307 1.2649 0.4073
H 0.0081 0.0017 0.0684
C -0.0507 -0.0788 0.3326
C -0.2866 0.1739 0.0228
H 0.0694 0.0159 0.0057
C 0.3806 0.5303 0.5501
C 0.3395 -0.0512 0.1977
H -0.0201 -0.0312 0.0455
C 0.2983 0.0445 0.0332
H -0.0264 0.1006 0.0651
H 1.1796 0.4064 -0.8950
H -0.6816 0.7685 -0.8365
O 0.3535 -2.8672 -0.6570
H 0.0278 0.0528 -0.0175
C -0.1732 0.3052 -0.1585
H 0.7168 -0.7037 1.0683
H 0.8915 -1.2175 0.4797
O -1.0237 0.5459 1.0155
H -0.0760 0.0103 -0.0569
P -0.3701 -2.8942 -1.6680
H -0.0050 0.0492 0.0475
H 0.4884 -0.3474 -1.2094
C 0.3710 0.1880 0.0650
H 0.0792 0.0483 -0.0711
H -0.0086 -0.0554 -0.0990
C -0.1070 0.1733 -0.3497
H -0.1157 -0.0602 -0.0233
H -0.2651 -1.1403 0.7469
H -0.0442 -0.0440 0.0160
O 0.4462 0.3464 -0.3463
C 0.1627 0.1704 0.1558
H -0.5139 0.3323 0.5324
H 0.0884 -0.0316 0.0606
O -0.5470 -0.6777 -2.5279
H 0.7527 -1.0892 -0.8642
O -0.1524 -0.2525 0.0770
H -0.0717 -0.0354 -0.0891
H -0.9080 0.4586 1.0087
C -0.1041 0.1713 1.3540
C -0.6413 1.2357 0.4940
H 0.1915 1.2682 0.2366
C 0.8673 -0.9370 0.2961
H 0.0832 -0.0006 0.0700
H -0.6955 1.3350 0.2838
C -0.0901 -0.3014 -0.0345
H 0.0596 0.6771 1.0082
C 0.2128 0.2132 0.1075
H 0.0295 0.0489 -0.0258
H 1.4424 0.0060 0.3468
H 0.2687 0.7310 -1.1181
C -0.0052 -0.7320 -0.3938
C -0.3316 0.1075 -0.1259
H -0.4684 -0.4254 1.0945
H 0.0382 -0.0640 -0.0047
H 0.4800 0.0915 1.2185
H -0.0278 0.0650 0.0018
H 0.5042 0.3247 -1.2878
H 1.1961 -0.3397 -0.7858
H -0.1582 0.0323 -0.0047
H -0.4749 -0.3384 1.3700
C 0.3157 -0.0919 -0.1245
S 0.8271 -1.2216 2.2537
C -1.2530 -0.3694 0.1690
C 1.0896 -0.6799 -1.0663
H -1.1218 0.9667 0.4278
C 0.4256 0.4924 -0.6727
H -0.0349 -0.0052 0.1202
C 0.0753 1.6966 2.9074
H -1.3467 0.1156 0.7608
H -0.6433 1.3583 -0.4091
H 0.0099 -0.0600 -0.0321
H 0.8564 -0.2925 -1.1146
O -0.4899 0.7105 -0.6050
C -1.8138 1.0724 -0.1303
C -0.2577 0.1000 0.1118
O -0.0931 -0.5264 -0.1832
C -0.3337 0.0851 0.1806
H -1.4838 -0.2109 -0.0645
H 0.3425 -0.7661 -1.2514
C 2.1143 1.3856 -0.3815
C 2.8765 -0.8467 -1.6442
O 1.6531 0.2525 0.1245
C -0.0952 0.3345 -0.1408
C 0.1652 -0.3022 -0.1724
H 0.0033 -0.0225 -0.0633
H -0.7641 1.3528 -0.3744
O -1.4794 1.3469 -2.7855
H -0.0583 -0.0040 0.0388
H 0.0579 -0.0367 0.0575
C 0.6434 -0.7304 -0.1304
C -0.3926 -0.3135 0.0905
C -2.7318 0.4242 0.9671
C -0.1604 1.8112 -0.9434
H 0.0503 -0.0600 -0.0665
H 1.1011 -0.7152 0.1513
H -0.0191 0.0572 0.0256
C -0.3677 0.1701 0.4009
C -1.3373 -0.9042 -0.4450
H -0.0001 0.4192 0.8579
C -0.0465 -0.2981 0.0958
C 1.9154 0.9227 1.3666
O 0.4216 2.1418 -2.3915
O -1.4044 0.1773 1.4914
P 1.0226 1.6843 2.5123
C -0.3602 0.0214 0.1554
H -0.4272 -1.3553 -0.1695
C 0.4190 -0.4991 1.5419
H 0.3719 -0.9696 0.6724
H -0.1636 -0.8341 0.8854
H 0.0437 -0.0405 0.0334
C 1.4426 1.2710 0.0262
H 0.0440 0.0087 0.0572
H 0.0715 -0.8163 1.2234
H -1.0212 -1.1128 -0.6314
H 0.0197 0.1211 -0.0002
H -0.0429 -0.0502 0.0255
C -0.1551 -0.1465 -0.2435
H -0.0047 -0.0036 -0.0808
H 0.0056 -0.0149 -0.0998
H 0.0193 0.0543 -0.0427
O -1.8893 -0.3511 1.8047
H -0.0319 0.0638 0.1010
C 0.1136 0.0060 -0.2963
H 0.0578 0.0626 0.0539

Here are the Mulliken charges for atoms 1 to 6, given in e: O -0.408; H 0.267; H 0.201; H 0.139; C 0.118; O -0.348